# 1
# C24H54GeO3SbV

C24H54GeO3SbV as an isolated structure at a distorted geometry (the ωB97M-V functional and the def2-TZVPD basis, OMol25).

Each line ends with the Mulliken charge.
Atoms and positions in Å:
C 2.741 0.051 -2.841  -1.12
H 5.964 1.278 -2.484  0.43
H -2.645 2.408 -2.974  0.57
H 1.887 2.947 2.585  0.21
C 2.191 -3.136 1.298  -1.02
C -3.054 0.396 1.753  1.50
H -1.981 -4.342 1.028  0.60
C -3.653 -2.943 -0.548  -1.54
C -0.988 0.263 -2.875  -1.40
C 0.946 -2.268 3.342  -1.34
H 3.767 -1.082 1.758  0.23
H 4.112 -1.830 -1.478  0.18
H 2.778 -0.175 2.974  0.48
O 3.898 0.750 -0.881  0.39
H -1.117 0.732 2.686  -0.09
H -0.719 -3.125 1.227  -0.12
H -1.159 3.553 0.420  0.12
H 5.022 -1.604 -2.976  0.45
H 3.527 -1.723 3.387  0.55
C -1.784 -3.270 1.065  -1.43
H 2.422 3.642 -0.971  0.46
H -0.230 4.059 -1.010  0.39
H 2.034 5.092 -0.048  0.52
C -3.455 -0.240 -2.795  -1.93
O 1.085 -1.012 1.290  -0.22
H -0.266 5.072 0.431  0.61
C -3.413 1.853 1.530  -1.68
H -4.889 -0.017 2.773  0.50
C 1.780 -1.895 2.106  1.21
H 0.106 2.958 2.582  0.24
C -4.307 -0.436 1.952  -1.77
H 1.335 -3.755 1.042  0.26
H -2.521 2.454 1.347  0.23
H -1.274 -4.200 -1.382  0.49
H 5.704 -1.053 -1.445  0.41
H -2.343 -2.865 1.908  0.27
H 2.283 1.031 -2.973  0.36
H -3.746 -4.013 -0.733  0.50
H -1.055 0.702 -3.871  0.58
C -0.252 4.044 0.078  -1.39
O 0.937 1.959 0.317  -0.78
C 4.117 0.199 -2.200  1.64
V 0.682 0.363 0.615  1.86
C 3.050 -1.168 2.586  -2.02
H -3.213 -1.269 -3.050  0.34
Ge 3.475 1.325 0.601  -0.22
C -2.198 -2.637 -0.248  1.55
H -1.913 -0.789 3.165  0.31
C 0.997 3.439 2.171  -1.16
H 0.024 -2.774 3.072  0.09
H -3.559 2.116 -1.505  0.39
H 4.521 2.158 -3.006  0.38
C 2.226 4.024 0.034  -2.01
C -2.086 0.259 2.918  -1.30
H 2.103 -0.565 -2.198  -0.08
H 2.830 -0.425 -3.813  0.63
H -0.160 0.746 -2.340  -0.14
C -2.597 1.950 -1.986  -1.78
H -4.074 -1.467 2.210  0.34
C 4.783 -1.160 -2.014  -1.50
H -4.113 1.975 0.705  0.34
H -4.934 -0.425 1.062  0.35
H -4.011 -2.426 -1.430  0.26
C -2.296 0.473 -2.129  1.76
H 2.883 -3.737 1.882  0.44
H -3.702 0.275 -3.723  0.52
H 1.523 -2.937 3.973  0.51
H -4.299 -2.696 0.289  0.32
C -1.288 -3.110 -1.371  -1.74
H -0.764 -0.798 -2.992  0.27
C 4.996 1.179 -2.969  -1.80
Sb -1.854 -0.384 -0.052  1.29
H -1.812 2.452 -1.422  0.20
H -4.343 -0.218 -2.168  0.40
H -0.260 -2.761 -1.228  0.30
H 3.119 3.895 0.657  0.34
H 5.154 0.837 -3.988  0.44
H 0.701 -1.369 3.906  0.36
H -2.500 0.743 3.804  0.52
H -1.652 -2.782 -2.343  0.35
H -3.890 2.242 2.429  0.53
H 2.687 -2.824 0.379  0.04
C 0.986 3.331 0.636  1.28
H 0.996 4.481 2.485  0.49

## Properties
2S+1	3
HOMO-LUMO gap (alpha / beta)	7.019 / 7.050	eV
charge	+2
E	-120632.60015	eV


# 2
# C24H54N2O9

A 3-piece molecular cluster, C24H54N2O9 overall (the ωB97M-V functional and the def2-TZVPD basis, OMol25).

Each line ends with the Mulliken charge.
Atoms and positions in Å:
H 4.374 0.596 -1.276  0.17
O 1.857 -6.629 5.112  -0.29
H 1.094 3.907 0.051  0.38
C 2.148 -2.808 -0.090  -0.64
H 1.261 -1.548 1.443  0.29
H -1.426 0.606 0.061  0.33
H 4.775 -2.822 0.315  0.36
H -2.747 3.640 -4.057  0.03
C 1.243 -3.680 5.758  -0.41
H 0.036 -6.885 4.150  0.33
H -3.088 3.275 -5.758  0.26
O -4.676 3.991 -4.728  -0.32
C 0.997 1.784 0.328  -0.62
H -0.853 -3.391 -2.029  0.32
N -0.662 4.300 -1.757  0.15
N -0.031 -1.449 -1.771  -0.21
H 4.851 -4.455 7.965  0.23
H 1.680 -3.120 -1.024  0.20
H 6.548 -1.194 -0.056  0.36
H 3.703 -4.725 5.219  0.24
H -4.538 8.191 -6.388  0.35
C -5.809 5.634 -3.358  -0.36
H -1.850 -1.448 -0.692  0.27
H 4.504 -2.897 7.187  0.35
C 1.946 -3.268 7.032  -0.58
O -6.224 7.056 -6.069  -0.31
H 2.740 -3.659 0.261  0.66
H 5.283 -0.455 0.900  0.31
C -7.464 7.721 -6.116  -0.77
H -3.880 6.165 -5.111  0.15
H 0.773 -4.659 5.873  0.17
H 2.403 -2.282 6.887  0.35
C -0.764 -1.392 -0.503  0.50
H -5.554 8.720 -5.031  0.34
C 0.876 3.014 -0.547  -0.41
H 1.576 2.971 -1.388  0.31
H 1.132 -3.250 1.761  -0.08
H 3.584 -4.282 3.512  0.42
O 0.588 0.634 -0.372  -0.22
C -3.489 3.231 -4.747  -0.40
H 0.450 -2.947 5.587  0.40
H 1.042 -8.349 4.274  0.33
H -6.578 5.728 -4.127  0.16
H 1.705 -5.848 3.198  0.34
H -3.680 2.182 -4.487  0.32
H -7.697 8.202 -5.160  0.35
C -0.535 -0.025 0.179  -1.15
H 5.963 1.173 -0.785  0.35
C -0.411 -2.585 -2.615  -1.05
C -0.384 -2.533 0.448  -1.57
H 2.826 -1.192 -1.331  0.30
H 3.264 -6.596 3.609  0.39
H 2.961 -0.851 0.379  0.08
C 1.058 -2.509 0.960  0.05
C 4.123 -3.649 7.887  -0.77
O 2.049 -3.616 4.595  -0.32
H -0.588 -3.510 -0.001  0.41
C 5.514 -0.840 -0.099  -0.56
C 3.103 -1.636 -0.373  -0.37
O -0.737 4.099 -2.900  -0.28
H -0.384 -0.172 1.256  0.46
H 4.005 -3.186 8.873  0.33
H -1.062 -2.460 1.306  0.43
O -0.470 3.069 -1.029  -0.16
H 2.053 1.665 0.599  0.28
H -6.294 5.702 -2.381  0.38
H -1.142 -2.310 -3.384  0.36
H 4.844 -2.414 -1.390  0.29
H 0.467 -2.991 -3.124  0.30
H 5.820 -0.009 -2.085  0.32
C 3.014 -4.631 4.377  -0.48
C 4.587 -2.016 -0.401  -0.66
H -3.447 7.698 -4.346  0.37
C 0.744 -7.427 4.786  -0.75
H 0.410 1.931 1.240  0.42
H -4.336 4.230 -2.697  0.23
H 1.187 -3.176 7.821  0.38
O -4.903 6.723 -3.382  -0.43
C -5.164 7.840 -5.556  -0.56
C -5.154 4.273 -3.427  -0.44
O 2.918 -4.215 7.428  -0.32
H -8.227 6.973 -6.327  0.24
H -5.903 3.521 -3.142  0.39
C 5.411 0.292 -1.118  -1.03
H -0.253 -0.603 -2.282  0.27
C -4.285 7.049 -4.614  -0.27
H 0.248 -7.690 5.719  0.23
C 2.442 -5.979 4.000  -0.55
H -7.488 8.479 -6.908  0.33

## Properties
SMILES	CCCCCCC[C@@H](COCCON=O)NC.COCCOCCOC.COCCOCCOC
HOMO-LUMO gap	8.316	eV
E	-47163.77537	eV


# 3
# C24H54O25S5

A 9-piece molecular cluster, C24H54O25S5 overall at a distorted geometry (the ωB97M-V functional and the def2-TZVPD basis, OMol25).

Each line ends with the Mulliken charge.
Atoms and positions in Å:
H 3.493 -5.469 -1.530  0.25
C -7.548 5.704 0.687  0.73
O 2.171 0.688 -0.542  -0.53
C -1.253 0.165 0.135  -0.21
H -1.057 -1.971 0.430  0.29
H -0.408 5.950 -3.798  0.31
C 3.276 -7.621 -1.567  -0.32
H 7.647 -1.889 -2.141  0.36
O -2.271 8.184 -4.011  -0.28
C -6.391 6.929 -0.876  -0.22
C 1.932 1.567 7.920  -0.06
H -5.883 7.747 -0.365  0.23
C -0.021 6.664 -4.525  -0.83
H -3.623 -7.142 -0.851  0.32
H 1.728 0.523 6.009  0.38
C 1.312 0.055 10.853  -0.80
H -2.998 10.327 -5.170  0.28
H -6.146 -3.779 -8.889  0.33
H 12.039 1.024 -1.369  0.32
O -7.589 6.640 -0.263  -0.34
H -0.849 9.701 -3.575  0.27
S 1.432 1.904 10.499  1.09
H -1.889 -0.046 -0.724  0.28
O 4.664 -7.844 -1.460  -0.32
C 8.754 -0.030 -2.545  -0.06
H -2.915 -2.035 -7.485  0.38
H -8.547 -4.142 -8.724  0.37
O -3.715 -6.211 -0.649  -0.64
H -4.032 -3.569 5.015  0.36
S 0.009 -5.385 7.051  1.12
O -3.823 -3.834 -5.389  -0.61
H 1.881 -0.167 11.756  0.36
O -5.778 -4.237 -6.966  -0.30
O -8.476 5.435 1.482  -0.58
H -4.639 5.497 -0.684  0.35
C 1.211 1.128 6.753  -1.26
C 3.196 -6.288 -0.874  -0.27
H 2.212 -6.136 -0.430  0.29
H 1.165 -4.517 4.965  0.35
S 10.163 2.167 -2.304  1.11
O 2.822 2.420 10.622  -0.59
O -0.108 0.973 -0.280  -0.34
C 8.420 -1.236 -1.734  -1.22
O -1.191 -4.228 6.748  -0.28
S -4.864 -3.116 -6.163  1.12
C 1.074 0.283 -0.248  0.67
H 0.401 -6.123 4.649  0.35
H 8.085 -1.035 -0.716  0.32
H -3.727 10.915 -3.719  0.31
H 11.945 0.708 -3.135  0.30
C -1.904 9.434 -3.517  -0.36
H -6.944 -2.709 -7.824  0.36
H 2.602 2.385 7.653  0.28
C -0.544 -1.050 0.710  -0.30
C -3.315 -3.631 5.834  -1.24
H 0.457 0.440 7.135  0.32
H -4.612 -1.449 -7.940  0.31
C -2.772 10.598 -4.138  -1.00
O 0.989 -4.853 8.004  -0.59
H 2.842 -8.496 -1.084  0.26
C -2.107 -4.580 5.770  -0.20
H 7.847 0.281 -3.064  0.28
H 0.642 6.201 -5.255  0.35
H -2.079 9.451 -2.441  0.41
H -2.300 -5.650 5.856  0.43
O 6.039 -7.802 0.392  -0.57
C -7.995 -4.492 -7.852  -1.28
O 9.321 0.923 -1.627  -0.30
H 0.503 7.473 -4.015  0.29
C 11.874 1.463 -2.352  -0.87
H 12.519 2.306 -2.599  0.35
H 1.915 -0.358 10.043  0.28
H -3.923 -3.006 -8.459  0.29
H 1.822 -5.919 5.634  0.39
H 0.635 1.859 6.185  0.29
H -3.856 -3.755 6.772  0.30
H -6.608 7.200 -1.910  0.24
H 9.307 -1.868 -1.684  0.29
O 0.368 2.546 11.258  -0.58
H 9.431 -0.339 -3.342  0.31
H 2.654 0.801 8.203  0.32
H 2.858 -7.640 -2.573  0.29
O -6.433 5.065 0.487  -0.32
H -2.864 -2.646 5.948  0.31
O 10.144 3.257 -1.343  -0.60
O 9.769 2.381 -3.683  -0.59
H -8.546 -4.182 -6.964  0.30
O 4.170 -6.499 0.160  -0.31
O -0.995 8.702 -6.189  -0.57
H -1.697 -4.477 4.765  0.29
C 0.858 -5.471 5.393  -1.01
H -1.657 0.746 0.964  0.24
O -2.388 6.502 -5.847  -0.58
C -3.965 -2.277 -7.650  -0.88
S -1.480 7.555 -5.368  1.08
H -7.936 -5.579 -7.915  0.34
O -0.541 -6.679 7.339  -0.57
H -0.507 -1.013 1.799  0.23
O -5.774 -2.244 -5.505  -0.57
O 0.916 1.867 8.909  -0.30
C -5.726 5.558 -0.634  -0.32
O 0.836 -0.960 0.274  -0.32
H -6.012 5.005 -1.529  0.24
H -2.205 11.523 -4.231  0.33
C 5.068 -7.408 -0.267  0.69
H -3.571 -5.769 -1.485  0.32
C -6.675 -3.759 -7.936  -0.16
H 0.255 -0.209 10.860  0.30

## Properties
SMILES	CCOS(C)(=O)=O.CCOS(C)(=O)=O.CCOS(C)(=O)=O.CCOS(C)(=O)=O.CCOS(C)(=O)=O.O=C1OCCO1.O=C1OCCO1.O=C1OCCO1.O
HOMO-LUMO gap	10.587	eV
E	-131119.94515	eV


# 4
# C24H54O3P2Re

C24H54O3P2Re as an isolated structure at a distorted geometry (the ωB97M-V functional and the def2-TZVPD basis, OMol25).

Each line ends with the Mulliken charge.
Atoms and positions in Å:
H -1.286 -3.451 -1.674  0.20
H 2.331 1.845 3.249  0.23
H 0.953 -5.027 -1.341  0.41
H -0.958 -1.593 -2.527  -0.02
C -3.647 -2.174 -1.177  -1.44
H -3.840 -0.512 -2.596  0.82
H 2.955 3.572 1.326  0.34
C -0.124 3.416 1.704  0.86
C 2.079 -2.265 1.695  0.34
C 2.018 -2.870 -2.549  -1.40
C -0.798 -0.945 1.188  0.69
C 3.544 0.553 0.451  -1.30
H 3.329 -4.005 1.111  0.35
H 2.615 1.072 0.737  -0.02
C 0.408 0.699 -0.840  0.50
H -0.203 4.667 3.446  0.46
O 0.928 1.766 -0.973  -0.38
H 3.148 -0.756 2.881  0.39
H 2.132 -3.803 -3.119  0.52
H -3.750 -0.486 0.796  0.67
H 1.344 -4.697 0.385  0.33
C -0.900 4.105 2.817  -1.39
H -1.829 -0.856 -3.900  0.20
C 1.055 -4.246 -0.577  -1.70
H -2.249 -2.510 -3.423  0.49
H 2.993 -0.189 -1.480  0.49
C 3.305 -0.614 -0.507  0.49
C -5.016 0.911 -0.234  -1.67
Re -0.427 -0.993 -0.700  1.30
H 1.158 -2.850 1.876  0.66
C 4.601 -1.404 -0.724  -1.42
H -3.703 1.752 -2.265  0.77
H -4.634 -1.867 -0.809  0.35
C 2.736 3.790 2.376  -1.12
C 3.279 -3.206 1.860  -1.53
C 2.126 -1.140 2.736  -1.21
H 0.060 -3.803 -0.401  0.39
H -2.272 1.203 1.906  0.14
H 1.064 -2.405 -2.842  0.23
H -3.239 2.521 1.175  0.23
H 4.231 -2.656 1.862  0.36
H -5.325 0.279 -1.075  0.42
H 1.460 -0.293 2.505  -0.03
H 0.487 4.158 1.156  0.53
H 4.083 0.238 1.359  0.29
C -3.058 -1.052 -2.059  -0.13
H 2.311 4.799 2.441  0.37
H -2.475 3.942 -2.089  0.58
H -1.614 4.812 2.376  0.44
P -2.330 0.280 -0.953  0.01
H -2.884 3.324 -0.502  0.18
C -1.992 -1.521 -3.043  -1.32
H 5.352 -0.701 -1.111  0.47
O 0.722 2.341 2.141  0.02
C -3.251 1.469 1.489  -1.25
H -1.220 3.159 -1.121  0.18
C -3.658 0.521 0.357  0.65
H 1.798 -1.569 3.697  0.48
H -1.469 3.411 3.454  0.36
H -1.963 2.648 -3.931  0.50
H -0.787 1.523 -3.212  0.28
H 3.681 3.787 2.942  0.44
H -0.683 -3.312 -2.130  0.00
H -3.023 -2.410 -0.303  0.42
O -1.051 -0.904 2.345  -0.32
H -0.809 2.929 0.992  -0.95
C -2.618 1.789 -2.069  0.27
C 1.798 2.778 3.011  -0.22
H 4.185 1.284 -0.070  0.56
H 3.178 -3.690 2.843  0.46
H -5.788 0.812 0.542  0.48
H 2.826 -2.179 -2.835  0.33
C -2.284 3.115 -1.392  -1.40
P 1.787 -1.633 -0.054  -0.05
H -3.748 -3.087 -1.769  0.43
H 1.360 3.197 3.932  0.55
C -1.859 1.699 -3.390  -1.36
C 2.062 -3.192 -1.049  0.10
H -2.262 0.922 -4.039  0.33
H 4.990 -1.815 0.215  0.26
H -5.035 1.956 -0.567  0.40
H 4.506 -2.212 -1.458  0.39
H -3.991 1.380 2.301  0.48
H 3.077 -3.530 -0.795  0.76

## Properties
ΔE to the lowest compared entry with this formula, charge and spin	0.000	eV
2S+1	4
HOMO-LUMO gap (alpha / beta)	6.717 / 4.832	eV
charge	+4
E	-52565.72164	eV


# 5
# C24H55F2N3O6S

A 3-piece molecular cluster, C24H55F2N3O6S overall (the ωB97M-V functional and the def2-TZVPD basis, OMol25).

Each line ends with the Mulliken charge.
Atoms and positions in Å:
H -3.950 -1.253 3.090  0.26
H 3.568 0.842 0.513  0.59
H -6.533 -2.985 4.056  0.26
H -1.526 -0.110 0.832  -0.15
H 1.510 3.058 2.671  0.27
C 3.221 -0.361 -9.639  -0.52
H 0.786 2.104 0.733  0.13
N 2.213 0.345 -1.006  0.08
H 1.188 0.494 10.239  0.35
H -0.857 -0.854 -6.721  0.40
C -2.397 -1.542 -0.525  -1.07
O 1.177 -0.961 -6.581  -0.38
C -5.452 -3.129 4.062  -1.03
C 0.004 -0.180 -6.755  -0.71
H 0.711 -0.767 6.742  0.19
F 2.924 1.641 2.827  -0.32
H -2.614 1.241 4.532  0.28
H -4.308 -4.096 2.504  0.36
H 0.582 -0.914 0.452  0.21
H -4.382 -1.473 1.404  0.16
S 3.223 0.992 -2.129  1.22
C 0.475 0.148 4.842  -0.64
H 0.151 -0.230 -8.870  0.19
H 1.792 1.924 -11.456  0.34
C -1.418 -0.413 -0.213  -0.48
C 2.036 -0.509 -5.553  -0.20
N 0.922 1.355 6.917  -0.28
O 3.925 2.117 -1.619  -0.59
C -2.334 -2.728 0.443  -0.70
H -1.384 -3.255 0.305  0.36
H 4.126 -0.857 -9.989  0.28
H -0.095 0.546 -5.941  0.32
H 1.262 2.370 8.688  0.37
C -4.873 -3.170 2.635  -0.58
H 1.101 0.465 -10.752  0.34
O 3.092 0.847 -10.362  -0.41
O 3.912 -0.041 -2.812  -0.60
H 0.747 -0.754 4.285  0.41
C 0.050 -0.780 -0.488  -0.29
H -1.818 -1.608 2.229  -0.41
C -3.956 -1.979 2.275  -0.37
H -3.414 -1.151 -0.595  0.41
C 2.349 2.686 2.080  -0.43
H 2.141 2.914 -0.047  0.32
H 1.920 1.166 -7.795  0.06
H -1.238 1.619 3.477  0.20
H 2.500 0.453 -5.794  0.32
O -0.945 0.179 4.945  -0.23
H -5.694 -3.221 1.919  0.37
H -1.296 -0.796 8.269  0.27
H -1.274 2.234 5.143  0.35
N 1.046 1.563 -8.115  -0.28
C 0.675 0.412 9.277  -0.47
H 2.443 1.124 8.314  0.40
H 0.751 -0.636 8.961  0.33
H 2.195 -0.065 6.078  0.43
C 1.372 1.354 8.303  -0.72
H 0.308 2.638 -9.734  0.39
H 2.819 -1.254 -5.431  0.29
C 1.876 2.180 0.714  0.00
H 0.839 1.015 4.283  0.23
H 1.498 -0.411 -4.606  -0.10
H -5.026 -2.309 4.642  0.30
C 0.774 0.262 -1.348  -0.62
H -0.061 1.595 6.889  0.08
C 1.122 0.102 6.207  -0.37
H -2.156 -1.923 -1.525  0.39
H 0.698 -0.036 -2.390  0.14
C -1.535 1.382 4.505  -0.74
H -3.121 -3.436 0.157  0.35
H 2.104 0.066 1.039  0.42
C 1.254 2.188 -9.415  -0.71
C 1.770 1.312 -10.551  -0.47
F 2.192 1.566 -3.172  -0.24
H -2.556 0.064 9.177  0.31
H -5.258 -4.053 4.608  0.28
H 0.097 -1.747 -0.995  0.50
C -2.520 -2.390 1.924  -0.09
H 1.965 3.006 -9.280  0.38
C -1.620 0.184 8.633  -0.51
H -0.955 1.004 -8.249  0.37
H 3.319 -0.195 -8.562  0.17
H -2.245 -3.274 2.506  0.54
O -0.678 0.743 9.526  -0.43
C 0.020 0.533 -8.089  -0.28
C 2.491 0.827 0.366  -1.35
H 3.099 3.473 1.994  0.36
H 0.294 1.241 -1.259  0.41
H 2.367 -1.024 -9.811  0.27
H -1.809 0.829 7.769  0.15
H -1.699 0.462 -0.807  0.62

## Properties
SMILES	CCCCCCCCCN(CCCF)S(=O)(=O)F.COCCNCCOC.COCCNCCOC
HOMO-LUMO gap	9.138	eV
E	-58802.16238	eV